Molecular formula: C67H139N7O10
Method: DFT, ωB97M-V/def2-TZVPD

Geometry as ORCA input:
```
! wB97M-V def2-TZVPD RIJCOSX def2/J DEFGRID3
* xyz 0 1
C -1.7844 0.4583 1.5168
H 1.2071 4.0136 -6.1074
H -4.0986 -4.1518 -2.6133
C 1.9442 3.4336 -5.5521
H 4.9653 6.0281 -0.1056
H -0.4544 -8.6262 -0.8522
H -0.9013 5.0043 -2.0803
C -4.5620 5.5931 7.2406
H -4.8932 4.6541 2.4997
H 4.8520 -6.1086 -2.1899
H -1.5185 -3.0021 0.6552
H 2.2674 -0.4538 1.8746
H 1.2127 7.7073 -0.9184
H 0.0019 -7.1708 -4.1057
C -3.4982 -4.9661 -2.2078
H 7.4017 -2.2094 -0.3925
C 6.2033 -2.3179 -5.9609
H -0.8327 -4.3086 -3.2877
H 2.7322 6.9186 -1.3995
H 7.5084 -3.3014 2.2942
H 2.3168 5.5776 -3.8773
H 1.5455 4.8797 -2.4053
H 0.2485 6.6207 -3.2454
C -2.7327 -2.8308 3.7041
H 2.5429 2.6340 -2.1738
H -4.4878 -4.4300 6.2835
H 7.8784 -5.5368 1.2979
H -2.9528 3.1688 -2.6283
H 0.5334 7.7533 1.6045
H 7.2053 -4.9937 -0.2336
C -4.5425 4.9151 5.8304
C 1.5588 1.6700 0.1676
H 5.6130 7.1154 2.5141
C -0.6003 -2.4148 0.6599
H -6.5226 5.6001 5.1892
H 0.7281 -0.5894 2.6583
O 1.6269 -1.1457 -0.5998
H -3.1259 1.9197 4.8138
H 2.8170 -3.9266 -1.6409
H 3.4175 -3.0509 -6.7865
C 4.0156 -1.3088 -5.1374
H -6.5255 3.9353 5.9659
H 2.9757 -5.3480 -6.2860
H -1.0375 5.8803 4.0508
H 1.5813 2.5858 0.7583
H -7.0031 -5.2097 3.4926
C -3.8450 3.5767 5.9898
H -1.4737 2.7292 -1.7541
H -5.7318 -3.6163 0.4157
O 5.8685 -2.3565 -3.0731
H 2.9957 6.6871 4.5757
C 2.2170 7.4380 -0.5914
H -2.5953 -4.4921 -1.8230
H -0.3971 -2.3806 -1.9981
H -6.1094 -0.7554 4.3540
C -1.9792 2.6872 -2.7189
O 0.3617 1.3408 -3.9078
H -1.3834 -0.1682 2.3135
H 3.7233 3.1451 -3.4715
C 5.3462 -5.1488 -2.3404
O -2.8823 -7.6812 -1.2968
C 1.3475 0.0945 2.0779
H 1.3518 8.2703 3.6399
H 0.9455 -6.0854 -3.1901
H -4.2812 -4.3070 0.8717
N -4.6712 -4.2658 3.5881
H 1.7785 -1.6262 0.2174
C -4.0561 5.3482 2.4260
N 0.4682 -0.4280 -0.2525
H 1.0375 6.5980 3.5260
C -4.9914 -3.5540 1.2132
C 7.1072 -3.4774 1.2961
C 3.7040 -5.3566 -4.3271
H -3.5514 5.7887 7.5991
H 2.6055 -3.0149 -3.1883
H -2.1171 7.1242 3.3464
H 1.5985 0.9106 2.7554
H 0.0690 -3.1646 0.2380
H 0.0328 5.9299 -4.8618
C 7.0710 -2.1448 0.6441
H -7.2266 -2.9559 3.8236
H -2.9284 -2.3303 2.7558
H -0.9275 2.1005 0.3838
C 4.0952 -3.6148 -6.1456
H -0.9145 -5.8788 -0.0663
H -5.4578 -2.5610 5.6934
H -2.4500 3.3075 2.9483
C -0.7784 -1.2030 -0.2007
N -3.7933 5.8100 4.8746
H 4.4402 -6.0789 -4.6800
N 0.3101 2.7853 -3.5496
H -2.1197 -6.3442 -5.1481
C -0.8979 4.9026 -3.1655
C -0.8631 -5.1302 -4.0033
H -2.9617 -3.5969 6.5590
H -2.1259 -2.1072 -1.7635
C 0.2114 5.6910 -3.8134
H 0.4586 5.7476 0.0965
C -2.5828 3.8010 3.9110
H -2.0351 1.6216 -2.9411
H -2.4719 -8.5467 -1.3611
H -0.6115 -4.7259 -1.2455
H 4.4554 -0.5559 -4.4833
H 4.0155 4.2578 3.9106
H -2.1315 -3.7083 3.4659
H 1.9950 8.7527 1.5759
C 3.1986 7.0853 3.5816
C -5.6624 -3.7976 2.6149
H 6.8375 -3.2040 -5.9347
C -6.6964 -4.9394 2.4822
H -2.9556 -5.1017 5.6965
C -1.0448 3.4321 -3.6541
H 4.7764 -4.1039 -6.8420
O 4.2759 5.4817 0.2786
C -5.5603 -1.5553 3.8571
C 4.8817 -2.6089 -5.2390
C -4.7585 -2.1873 4.9454
H -4.0721 -7.5980 -4.4163
C 3.8561 5.9996 2.6634
H -2.6641 0.9624 1.9169
O 3.7393 -2.8912 0.9827
C -1.6858 3.3890 -5.1049
H -4.4724 2.8127 4.0639
H -3.9091 -5.3265 -1.2648
C 1.5586 3.4988 -4.0216
H -7.5841 -4.6603 1.9146
H -4.7866 -7.3295 -2.9760
H 1.1499 1.9450 -0.8047
C 1.6196 7.7363 1.6943
H 3.4873 3.8705 2.2799
H -3.1860 -4.7892 2.8308
H -0.2312 -2.2632 1.6742
H 2.9942 -5.9433 -3.7441
H 2.8803 8.2990 -0.5097
C -0.0039 -8.1023 -1.6952
H 3.6947 -2.6774 -1.9377
H 5.5611 5.8553 3.9063
H 0.7923 0.9623 -3.1378
C -0.6099 1.4352 1.1867
H 0.6249 -5.8538 -0.7000
C -0.7942 -6.8646 -2.1018
C 3.3090 -3.5133 -2.5213
H 2.1987 -4.1074 -5.1717
H 3.7338 8.0335 3.5301
H -2.7871 -4.7283 -4.7296
H 2.9680 3.7038 -5.8106
H -1.4456 5.9555 2.3188
H -1.5098 4.3060 -5.6671
H 7.7677 -1.4797 1.1544
H 2.9918 -1.5133 -4.8243
H -4.4579 -2.6060 1.1439
H -7.0461 -2.2214 2.3656
H -0.2607 -4.7748 -4.8393
C 1.5197 4.9410 -3.4933
C -5.9932 4.6611 5.3510
O -4.1820 7.1804 4.8359
C 3.3668 4.5820 3.0968
H -1.2530 2.5822 -5.6964
H 6.8115 -1.5444 -5.4919
O 5.7199 -1.7352 0.6990
H 2.8815 1.7727 -3.6180
C -2.0074 -0.3893 0.2497
H -3.4488 7.5656 5.3213
C 5.3512 6.1189 2.8697
H -0.4409 2.0722 2.0549
N 3.6358 6.3531 1.2130
H -2.8657 -1.0604 0.2802
H -2.1422 -2.1001 4.2568
H 1.8368 4.7100 -0.1457
H -3.6023 5.0098 1.4945
H -1.6162 3.7284 4.4094
H -1.0533 -0.8872 -2.3960
C 2.2669 6.7300 0.7315
H 2.3449 4.5315 3.4725
H -4.0470 -1.4587 5.3339
C -3.5719 2.9040 4.6713
H 1.2225 4.9235 1.4744
C -4.2154 -6.7727 -3.7188
H 0.0416 -8.8535 -2.4837
H -5.1095 6.5332 7.1739
C -3.0262 -6.0977 -3.1238
H -2.3466 0.2631 -0.5549
H -4.8705 -6.0646 -4.2262
C -6.4242 -2.6091 3.1724
H 6.0024 -1.9426 -6.9643
C 4.4331 -4.3414 -3.2828
C 2.7222 2.7821 -3.2387
C 7.7554 -4.6692 0.6497
C 3.1113 -4.6051 -5.5000
N 5.2403 -3.2740 -3.9444
H -2.7712 3.2891 -5.0978
H -4.5016 2.8998 6.5365
H -5.8785 4.2621 4.3432
C -2.2545 -5.6042 -4.3592
H -4.8364 -1.0150 3.2470
H 2.5744 1.3019 0.0227
H 5.5134 -4.5728 -1.4302
C -0.0921 -6.3411 -3.4051
H 5.8357 5.3168 2.3128
C 0.6754 0.6509 0.7749
H 1.8621 2.3658 -5.7550
C -1.1372 -1.6660 -1.6380
H -1.8603 5.3769 -3.3574
C -3.5261 -4.1831 5.8338
H -4.5269 6.3225 2.2944
C 1.4093 5.4454 0.5358
N -2.2144 -7.0792 -2.3667
H 5.1822 -1.7967 -2.7027
C -1.8332 6.0720 3.3309
O 5.7192 -3.8652 1.4525
C -0.4116 -5.7751 -1.0278
H 1.0062 -7.8288 -1.3902
O -3.8993 -5.3216 3.1904
H -6.2880 -5.8477 2.0391
H -5.0746 4.9597 7.9646
H 3.8291 -0.8422 -6.1047
C 1.7308 7.3613 3.1729
C -3.1029 5.2954 3.7040
C -3.9379 -3.4243 4.5305
H 8.7247 -4.4401 0.2069
C 4.9376 -2.8640 1.0365
H -2.9583 3.6449 6.6201
H 6.2503 -5.4087 -2.8909
*
```

Results
calculated total energy: -3771.48862 a.u.
gap between HOMO and LUMO: 8.3 eV
maximum force: 3.778 eV Å⁻¹
SMILES: CC1(C)CCCC(C)(C)N1O.CC1(C)CCCC(C)(C)N1O.CC1(C)CCCC(C)(C)N1O.CC1(C)CCCC(C)(C)N1O.CC1(C)CCCC(C)(C)N1O.CC1(C)CCCC(C)(C)N1O.CC1(C)CCCC(C)(C)N1O.C[C@H]1COC(=O)O1
energy above the lowest of the compared OMol25 structures with the same formula, charge and spin: 34.5 kJ/mol
HOMO: -7.8 eV

Results of the Mulliken charge analysis, in e, for atoms 1 through 99: C -0.597; H 0.352; H 0.543; C -1.919; H 0.338; H 0.552; H 0.008; C -2.011; H 0.399; H 0.396; H 0.110; H 0.363; H 0.314; H 0.604; C -1.280; H 0.167; C -2.177; H -0.754; H 0.277; H 0.382; H 0.574; H -0.790; H 0.420; C -2.984; H 0.175; H 0.506; H 0.345; H 0.591; H 0.290; H 0.120; C 1.399; C -0.682; H 0.495; C -1.365; H 0.346; H 0.293; O 0.373; H 0.481; H 0.735; H 0.399; C -2.219; H 0.371; H 0.557; H 0.509; H -0.756; H 0.508; C -1.578; H -0.072; H 0.608; O -0.440; H 0.511; C -2.151; H -0.244; H -0.349; H 0.402; C -1.754; O -0.557; H -0.240; H 0.489; C -1.225; O -0.469; C -2.069; H 0.546; H -0.503; H 0.312; N 0.165; H 0.129; C -1.918; N 0.193; H -0.372; C -2.108; C 0.289; C -1.290; H 0.425; H 0.017; H 0.568; H 0.410; H -0.042; H 0.386; C -0.318; H 0.452; H 0.623; H -0.368; C -1.557; H 0.395; H 0.423; H -0.337; C 2.710; N 0.677; H 0.461; N 0.968; H 0.299; C -1.104; C 0.852; H 0.332; H 0.343; C -0.760; H 0.448; C -0.339



Molecular formula: C23H24BrINNaO2SSbSe4Te
Method: DFT, ωB97M-V/def2-TZVPD

Geometry as ORCA input:
```
! wB97M-V def2-TZVPD RIJCOSX def2/J DEFGRID3
* xyz -1 1
C -2.1624 3.7964 -0.2883
Se -4.9890 3.6682 0.7088
H -3.5500 -2.1293 1.3849
C 2.0661 3.7733 3.0863
Se -7.2360 4.0055 -2.5114
C 4.5181 -1.4325 -0.3675
I -0.2939 -2.4609 0.6315
C 0.8933 -3.5515 -0.6690
H 4.6220 -2.3410 0.2129
C 2.0427 2.3870 3.0548
H -4.0400 -0.1423 2.7396
C 3.1485 0.4081 -1.1206
C 3.3063 -0.7571 -0.3748
C 1.6828 3.8302 0.7113
H 2.4225 -3.0665 -3.6549
C 4.2222 0.8835 -1.8671
H 4.1153 1.7886 -2.4510
Na -2.1679 0.7217 -0.4861
H -2.2777 1.0295 3.6894
H -3.5152 -1.6739 -2.3095
H 0.9786 -1.9082 -2.0362
Te 1.2993 1.4293 -1.1340
C -1.9457 1.3042 2.6829
Sb -5.9231 2.3516 -1.4229
H 1.7824 0.6404 1.8431
H 2.4747 -1.1455 0.1975
Br 0.7905 -5.8036 1.1216
C 1.3025 -2.9238 -1.8442
O -3.3741 -1.0728 -0.3793
H 2.4177 -6.5362 -1.1409
C 1.8813 4.4915 1.9152
H 2.1762 1.8169 3.9660
C 1.2998 -4.8583 -0.4337
H 1.8868 5.5740 1.9334
N -1.3553 2.9696 -0.3188
H -4.1850 0.8718 1.3001
C 5.5830 -0.9520 -1.1138
H -0.8661 1.4355 2.6700
C 1.8284 1.7216 1.8561
Se -6.9230 0.7160 0.0474
H -5.0455 -1.6913 -1.4164
H 3.1541 -5.4024 -3.2080
H -5.0354 -1.2941 0.8171
C -3.9762 -1.9079 -1.3531
C 5.4332 0.2045 -1.8633
H 2.2193 4.2929 4.0233
H 6.5279 -1.4803 -1.1142
Se -3.9070 1.6948 -2.5892
H 6.2623 0.5840 -2.4473
O -2.2516 0.2580 1.7691
C 2.1117 -5.5201 -1.3470
C 2.1117 -3.5788 -2.7546
C -3.9472 -1.2230 0.9062
C -3.6631 0.0087 1.7210
H 1.5303 4.3951 -0.1988
C 1.6581 2.4440 0.6811
H -2.4344 2.2338 2.3795
S -3.3964 4.9662 -0.2257
H -3.8089 -2.9627 -1.1043
C 2.5206 -4.8806 -2.5038
*
```

Results
calculated total energy: -14642.41181 a.u.
gap between HOMO and LUMO: 5.9 eV
maximum force: 0.616 eV Å⁻¹
energy above the lowest of the compared OMol25 structures with the same formula, charge and spin: 31.8 kJ/mol
HOMO: -4.2 eV

Atom-resolved charges from Mulliken, all expressed in e: C 0.094; Se -0.315; H 0.371; C -0.476; Se -0.648; C -0.731; I 0.318; C 0.078; H 0.430; C -0.486; H 0.434; C 0.000; C 0.041; C -0.447; H 0.410; C -0.447; H 0.388; Na 0.950; H 0.323; H 0.275; H 0.386; Te 0.445; C -0.417; Sb 0.761; H 0.434; H 0.248; Br -0.197; C -0.296; O 0.005; H 0.391; C -0.490; H 0.384; C 0.120; H 0.384; N -0.201; H -0.123; C -0.449; H -0.088; C -0.486; Se -0.674; H 0.245; H 0.378; H 0.291; C -0.892; C -0.562; H 0.380; H 0.387; Se -0.625; H 0.378; O -0.162; C -0.436; C -0.640; C -0.597; C -0.226; H 0.442; C 0.205; H 0.195; S -0.181; H 0.260; C -0.540



Molecular formula: C8H9N2PS2
Method: DFT, ωB97M-V/def2-TZVPD

Geometry as ORCA input:
```
! wB97M-V def2-TZVPD RIJCOSX def2/J DEFGRID3
* xyz 0 3
C 2.9952 -1.7044 -0.7893
N 1.8034 -1.9031 -1.4926
S 3.7906 -3.1366 -0.2134
C -0.9404 0.2368 0.4220
N -0.0162 -0.5892 0.0165
P 0.4578 -0.7635 -1.5205
C 3.7194 -0.5681 -0.7351
H 4.5901 -0.4176 -0.0873
H 1.3978 -2.8592 -1.3793
S -0.9091 -1.6079 -2.6681
C -2.7187 1.9106 1.6749
C -1.2417 0.0840 1.8216
C -1.5193 1.2911 -0.3407
H -1.6406 1.0860 -1.4033
H 1.2073 0.2271 -2.0261
C -2.4921 2.1146 0.2990
H 3.5026 0.2228 -1.5085
H -2.5359 0.8306 3.3805
H -0.7074 -0.6917 2.2067
H -3.1101 2.8858 -0.2000
C -2.2158 0.8410 2.3654
H -3.4170 2.5112 2.1777
*
```

Results
calculated total energy: -1557.38739 a.u.
gap between HOMO and LUMO (spin up / spin down): 9.1 / 6.0 eV
maximum force: 4.410 eV Å⁻¹
⟨S²⟩: 2.07
HOMO (spin up / spin down): -8.7 / -8.6 eV

Atom-resolved charges from Mulliken, all expressed in e: C 0.421; N -0.328; S -0.217; C 0.722; N -0.308; P 0.146; C -0.704; H 0.313; H 0.318; S -0.366; C -0.345; C -0.424; C -0.271; H 0.262; H 0.039; C -0.472; H 0.187; H 0.355; H 0.539; H 0.330; C -0.576; H 0.379



Molecular formula: C23H16ClCoN3O8S2
Method: DFT, ωB97M-V/def2-TZVPD

Geometry as ORCA input:
```
! wB97M-V def2-TZVPD RIJCOSX def2/J DEFGRID3
* xyz -2 2
C 2.6847 1.6600 -1.4861
C -1.6401 -0.1542 2.5466
O -0.6621 -4.8587 -1.9755
C 0.3865 0.7839 3.0452
C -4.5930 -2.0091 1.1169
C 2.5551 -5.7253 -1.0894
C -0.3950 1.3662 3.9971
C 2.7277 -3.1025 -0.0576
C 3.8384 -3.8943 -0.1760
C -2.5281 -1.0170 1.8023
H 5.0987 4.2370 -3.0812
H -0.1009 2.0757 4.7563
H -4.4056 -3.3814 -0.5434
O 4.8513 -7.1398 -1.2533
H -4.4198 -0.5725 2.7138
H -5.6662 -2.1247 1.2189
O 0.3578 -2.9568 -0.3490
S 1.9291 3.3863 0.5351
Cl -0.5598 0.0640 -1.3246
C 3.6842 3.8668 -1.5108
N 0.1944 -5.5527 -1.4658
C 4.4172 3.5196 -2.6382
O 2.3151 4.8045 0.8366
H 4.7837 -3.4739 0.1357
H 3.3267 0.3312 -3.0254
C 1.4319 -3.5947 -0.4694
C 2.8205 2.9359 -0.9574
O 0.0821 -6.7699 -1.3352
C 3.7665 -5.1982 -0.6829
Co 0.0588 -1.3138 0.7049
N 4.9509 -6.0067 -0.7884
O 4.1224 -1.3671 0.7177
C 3.4229 1.3267 -2.6117
H 2.0190 0.9325 -1.0354
C -2.5313 -2.5298 0.0403
C 4.2856 2.2508 -3.1873
H 0.0341 2.4162 -0.5602
O 1.9457 -0.9601 0.7599
H 3.7675 4.8408 -1.0455
C 2.9545 -1.7026 0.5181
H 4.8677 1.9763 -4.0594
N -1.8657 -1.7238 0.8610
C -3.9018 -2.7109 0.1387
O 6.0154 -5.5432 -0.4030
H -1.9271 -3.0338 -0.7033
H 2.4870 -6.7328 -1.4684
H -0.3970 3.7054 0.5935
H 1.4454 0.9831 2.9520
H 0.2867 4.1494 -1.0074
C -3.9076 -1.1497 1.9548
S -2.0392 0.8602 3.8965
C -0.3196 -0.1040 2.1724
C 1.4332 -4.9377 -1.0107
C 0.2944 3.4185 -0.1988
*
```

Results
calculated total energy: -4291.57283 a.u.
gap between HOMO and LUMO (spin up / spin down): 6.6 / 6.7 eV
maximum force: 0.273 eV Å⁻¹
energy above the lowest of the compared OMol25 structures with the same formula, charge and spin: 22.5 kJ/mol
⟨S²⟩: 0.76
HOMO (spin up / spin down): -2.5 / -2.6 eV

Atom-resolved charges from Mulliken, all expressed in e: C 0.238; C -0.406; O -0.567; C -0.238; C -0.255; C -0.371; C -0.529; C -0.068; C -0.398; C 1.488; H 0.333; H 0.453; H 0.406; O -0.691; H 0.338; H 0.377; O -0.437; S 0.753; Cl -0.652; C -0.476; N 0.941; C -0.382; O -0.776; H 0.610; H 0.430; C 0.846; C 0.059; O -0.647; C -0.453; Co -0.488; N 1.033; O -0.812; C -0.817; H -0.005; C -0.095; C -0.426; H 0.002; O -0.414; H 0.432; C 0.308; H 0.348; N 0.115; C -0.784; O -0.667; H 0.417; H 0.560; H 0.305; H 0.483; H 0.360; C -0.863; S -0.359; C 0.249; C -0.260; C -0.548



Molecular formula: C5H14N3O
Method: DFT, ωB97M-V/def2-TZVPD

Geometry as ORCA input:
```
! wB97M-V def2-TZVPD RIJCOSX def2/J DEFGRID3
* xyz 1 1
H 1.6157 2.7230 0.2115
H 1.1377 -2.5879 0.2707
C -1.4039 -0.1552 0.0086
N 1.6938 1.7573 -0.0938
H 2.5559 -0.9597 1.0706
C 1.0264 -2.1279 -0.6652
H 3.2914 1.3428 1.2094
H -0.8038 0.8433 -1.9518
H 0.0441 -2.2898 -1.0931
H -1.2873 1.8971 -0.5827
H -1.5446 -0.9675 -0.6493
H -2.4816 1.0519 -1.5476
C 2.4349 0.8919 0.5009
C -2.4846 0.0490 1.1889
N 2.1310 -0.4029 0.3662
H 0.9403 1.3686 -0.6024
H -2.1971 -0.6669 1.8277
H 1.9497 -2.5468 -1.0443
H -3.3754 -0.0628 0.6464
O -0.2097 -0.3256 0.6458
C -1.5642 0.9763 -1.0397
N 1.0561 -0.7489 -0.3990
H -2.5250 0.9409 1.7222
*
```

Results
calculated total energy: -438.01213 a.u.
gap between HOMO and LUMO: 9.4 eV
maximum force: 4.479 eV Å⁻¹
SMILES: CC(C)ON(C)/[NH+]=C\N
energy above the lowest of the compared OMol25 structures with the same formula, charge and spin: 529.7 kJ/mol
HOMO: -13.5 eV

Atom-resolved charges from Mulliken, all expressed in e: H 0.314; H 0.412; C 0.834; N -0.164; H 0.293; C -0.827; H 0.339; H 0.276; H 0.264; H 0.373; H 0.105; H 0.454; C 0.093; C -1.432; N -0.182; H 0.196; H 0.471; H 0.375; H 0.416; O -0.320; C -1.505; N -0.154; H 0.370



Molecular formula: C3H5NO3
Method: DFT, ωB97M-V/def2-TZVPD

Geometry as ORCA input:
```
! wB97M-V def2-TZVPD RIJCOSX def2/J DEFGRID3
* xyz 0 1
H -1.8163 -1.2810 -0.7012
H -0.6900 -0.4097 1.5406
O 0.5038 -1.4122 0.0892
H 0.3798 1.7653 0.7853
C -1.4595 -0.2949 -0.4544
O 1.7515 -0.9451 -0.2885
H -2.3010 0.2818 -0.0229
C -0.3084 -0.2994 0.4599
H -1.4567 0.1571 -1.4420
C 0.6579 0.8762 0.2714
N 1.8566 0.4626 -0.0660
O 2.8824 1.0993 -0.1715
*
```

Results
calculated total energy: -397.53686 a.u.
gap between HOMO and LUMO: 9.8 eV
maximum force: 4.441 eV Å⁻¹
SMILES: C[C@@H]1C=[N+]([O-])OO1
energy above the lowest of the compared OMol25 structures with the same formula, charge and spin: 787.2 kJ/mol
HOMO: -9.2 eV

Atom-resolved charges from Mulliken, all expressed in e: H 0.354; H 0.194; O -0.179; H 0.369; C -1.295; O -0.187; H 0.338; C 0.493; H 0.338; C -0.543; N 0.784; O -0.668